DFT (ωB97M-V/def2-TZVPD) results for C17H40BF10NO19PtS7 as an isolated structure in a non-equilibrium geometry.

As for the spin multiplicity: 3. The value obtained for the HOMO energy (alpha / beta) is -9.120 / -9.287 eV. The electronic energy is -6086.0150 hartree. Its energy above the lowest of the compared OMol25 structures with the same formula, charge and spin is 2.704 eV. Its gap between HOMO and LUMO (alpha / beta) is 9.042 / 8.202 eV.

XYZ file:
```
96
Properties=species:S:1:pos:R:3:forces:R:3
Pt 0.454095 0.266237 -0.661855 -1.6281 1.9286 0.2388
B 1.589575 -2.103793 -0.124945 -0.6935 -2.7576 -1.0933
F 0.785835 -1.497023 0.790655 -0.7042 0.2045 2.3159
F 2.320305 -1.119383 -0.736915 2.7134 0.4146 -0.4953
F 2.307265 -3.136663 0.429685 0.5262 0.1235 0.1483
F 0.719875 -2.558933 -1.120785 -0.2246 -0.7030 -0.5348
C -1.103935 -1.273993 -4.174905 -3.0847 -0.1191 1.0836
F -1.944195 -2.304843 -3.931915 1.3962 0.8083 0.3062
F 0.120075 -1.508723 -3.795695 0.2964 -0.2012 -0.2580
F -1.235465 -1.062943 -5.472505 0.8819 0.7563 -0.2122
S -1.798155 0.342207 -3.192295 -2.1439 0.6782 -1.2744
O -1.019235 1.498597 -3.622345 -0.0781 -1.5944 0.9107
O -3.261205 0.454367 -3.535585 4.3218 -0.8350 1.1977
N -1.432095 -0.059753 -1.418485 0.5200 1.7854 -4.9095
S -2.728225 -0.675273 -0.862225 -3.1452 -5.7722 2.5322
O -3.239495 -1.813683 -1.717175 0.8428 4.1045 2.1733
O -2.520075 -1.039673 0.559695 -0.1948 1.3098 -2.5020
C -3.992955 0.816737 -0.782285 0.5513 -0.9529 -1.7488
F -4.648775 0.690597 0.344115 0.2937 0.8593 0.5833
F -3.329915 2.039177 -0.917945 -1.3749 -1.8814 0.5536
F -4.898445 0.649027 -1.753175 0.3358 0.8166 0.6298
O -1.020465 4.115297 0.747605 1.5027 -0.3123 -1.3119
S -0.104065 3.858947 -0.357355 -1.4670 2.4239 -1.1688
O 0.253465 2.509917 -0.700095 0.0575 1.1436 -0.1281
O -0.744615 4.464087 -1.761075 0.1434 -0.4333 1.2855
C -1.819505 5.439947 -1.704065 -0.4234 -0.0452 -1.1322
C -2.024065 6.144327 -3.103505 0.2957 -0.3802 1.4696
C 1.411025 4.980337 -0.389855 -0.7583 -2.0224 0.6387
H -1.756905 6.094657 -0.834855 0.6176 0.3124 -0.2365
H -2.760165 4.915127 -1.537285 0.0645 -0.3341 -0.0242
H -2.240645 5.387577 -3.857515 -0.4213 0.0771 0.1786
H -1.261785 6.786367 -3.544885 0.4912 -0.1482 0.6264
H -2.856015 6.803887 -2.856635 -0.3779 -0.1218 -0.6156
H 1.561115 5.239147 -1.437985 -0.1427 0.1219 0.2939
H 2.179325 4.281277 -0.059535 0.2732 0.3057 0.0213
H 1.293955 5.781577 0.339805 -0.1922 -0.0169 -0.3416
O 2.176205 1.134217 0.457685 3.0303 2.1098 2.3657
S 3.223355 1.615457 1.390875 0.4966 -1.7421 -0.3272
O 3.640215 3.027887 1.513235 -1.5063 -2.8355 0.0240
O 2.751605 0.887197 2.870825 0.7411 0.4961 -3.0448
C 3.684975 1.061387 3.957605 -1.1752 3.1317 -0.2523
C 2.868735 0.904777 5.256855 2.1966 -0.9698 -0.2910
C 4.758605 0.623067 0.930005 -0.9959 -0.1151 0.2205
H 3.922475 2.116877 3.824855 0.5290 0.2287 0.5523
H 4.631435 0.538957 3.818405 -0.4155 -0.7270 0.3345
H 1.843305 1.274357 5.257625 0.1610 -0.3047 -0.4913
H 3.417615 1.420667 6.044695 -0.0248 0.0893 0.0505
H 3.049085 -0.154503 5.439875 -1.1533 -0.1737 0.6766
H 4.464825 -0.420943 0.821225 -0.4232 0.0380 0.3358
H 5.555495 0.688477 1.670805 -0.2116 0.4059 -0.0407
H 5.103745 0.892027 -0.068305 -0.1486 0.6804 0.1925
O -2.684955 -4.427813 -0.311145 0.7998 -1.8915 4.5799
S -2.355555 -4.828423 1.104105 0.1294 1.2524 -0.5323
O -2.761195 -3.989813 2.245885 0.6369 -1.3679 -1.9524
O -2.929635 -6.353693 1.416965 0.0687 1.4113 -1.4932
C -2.691075 -7.048653 2.636815 -0.0103 2.1722 2.1325
C -2.512415 -8.456173 2.328015 0.6920 -1.1264 -1.1733
C -0.498615 -5.112743 1.205125 -0.9223 -0.0037 -0.7103
H -3.443965 -6.819803 3.391055 -0.7161 -0.0424 -0.4341
H -1.824665 -6.663673 3.174605 0.5562 0.1666 -0.4593
H -1.844195 -8.368693 1.471315 0.0627 -0.7878 -0.2865
H -3.432325 -8.944743 2.006825 0.1217 -0.1200 0.1528
H -1.958415 -9.013273 3.083535 -0.3979 0.0144 0.1855
H -0.118785 -5.715493 2.030065 -0.6810 0.0836 0.2414
H 0.001695 -4.144573 1.225865 -0.3172 0.0350 -0.1618
H -0.266125 -5.644613 0.282545 0.0187 0.2257 -0.0645
O 1.471075 0.715907 -2.601015 1.7752 0.2397 -0.8133
S 2.329755 1.547277 -3.420725 0.6196 3.3988 -3.4500
O 2.419745 3.033177 -3.240455 0.0598 -4.1763 0.3875
O 3.909945 0.982257 -3.647505 -2.9002 2.2556 1.3684
C 4.243425 -0.297283 -3.186645 1.2286 -1.3448 -0.7334
C 3.605935 -1.371763 -4.044525 -0.1316 -0.6531 0.9613
C 1.813165 1.358937 -5.206385 -0.2749 -0.2681 0.0754
H 4.185995 -0.447993 -2.108635 -0.4185 0.1830 -0.0673
H 5.293235 -0.317753 -3.479185 0.2693 -0.0036 0.4218
H 4.276175 -2.230963 -4.018625 0.1327 0.0024 -0.4561
H 3.482635 -0.964733 -5.048125 -0.0113 -0.4032 -0.0235
H 2.691015 -1.784783 -3.619735 -0.3357 0.4382 -0.2182
H 1.488315 0.351927 -5.468085 -0.1659 -0.1434 0.7116
H 2.597825 1.544667 -5.939805 0.5416 0.3949 0.7405
H 1.001085 2.046437 -5.442945 -0.0376 0.0109 0.5870
O -0.271005 0.802247 1.399775 -1.2492 0.8167 2.2402
S -0.712695 0.843457 2.799335 0.2689 -2.6469 -0.7702
O -0.367435 1.951017 3.619885 0.2882 0.8014 0.1003
O -2.318335 0.628217 2.872615 2.6365 -1.9239 -0.0325
C -3.105925 1.757147 2.945455 -1.3559 2.3913 -0.7281
C -4.558325 1.398257 3.167005 -0.7129 -0.5783 0.9720
C -0.056985 -0.750793 3.532585 -0.5511 1.7672 -0.7307
H -3.027185 2.350927 2.034775 0.1643 -0.1348 -0.3848
H -2.723265 2.427167 3.715355 -0.2321 -0.0935 0.3302
H -5.026395 0.597247 2.594825 0.8679 -0.1612 -0.3211
H -5.252555 2.219227 2.987725 0.4356 0.4493 0.1703
H -4.672995 1.079107 4.202905 -0.1610 0.1090 0.1639
H 0.065445 -0.628343 4.608745 -0.8796 -0.1929 -0.0119
H 0.961765 -0.867583 3.162975 -0.3348 0.0605 -0.5523
H -0.770415 -1.455073 3.104675 0.2519 -0.4716 0.5331
```
Positions in Å, forces in eV/Å.

Atom charges from the Löwdin analysis, given in e for atoms 1 to 8: atom 1 (Pt): 1.349, atom 2 (B): -1.446, atom 3 (F): 0.106, atom 4 (F): 0.082, atom 5 (F): 0.169, atom 6 (F): 0.118, atom 7 (C): -0.619, atom 8 (F): 0.131